# C29H64BrNO13PS

A cluster of 4 separate species, C29H64BrNO13PS in total (ωB97M-V/def2-TZVPD, OMol25).

Values from the calculation:
lowest unoccupied orbital energy: -0.12344 hartree
total energy: -149374.5457 eV
frontier orbital gap: 0.277 Ha
total charge: +1
HOMO: -10.9 eV

The geometry in XYZ format:
```
110
Properties=species:S:1:pos:R:3:forces:R:3
Br -0.56171 2.11397 6.19598 -0.0107 -0.0795 0.1611
S -0.63297 -1.64472 0.33716 -0.1762 0.2870 0.1347
P -4.41079 -0.78868 5.42975 0.0716 0.0201 -0.1761
O -5.24035 -1.85593 4.47457 -0.0764 0.0143 0.1012
O 0.10743 -2.73293 -0.19277 0.0168 -0.1265 0.0155
O -1.36686 -1.74261 1.56716 0.1062 -0.1279 -0.0816
O 4.32762 -0.97782 -5.92630 -0.0421 -0.0097 0.0062
O -2.81332 -8.21174 -2.67912 0.0207 0.1654 0.0931
O -2.81982 -5.22852 -3.22043 -0.0176 0.0054 0.0194
O 1.20055 6.15141 3.73622 -0.0142 -0.0089 -0.0236
O 0.33327 -0.40268 0.59430 -0.1442 0.0939 -0.1301
O 2.79892 -0.78314 -3.28743 -0.0051 0.0577 -0.1491
O 2.81210 3.60113 3.14438 -0.0115 0.1890 0.0609
O 0.12255 -5.82241 -3.87562 -0.2273 -0.0096 -0.1122
O 5.70813 1.45396 -4.72156 0.0102 -0.1630 -0.0088
O 2.64659 7.15744 1.27365 -0.1659 -0.0820 0.0477
N -3.56927 0.33991 1.95458 0.1110 0.0659 0.0680
C -2.58026 0.15193 -0.37795 0.0470 -0.0063 0.0372
C -2.46801 2.65337 4.16623 0.0092 0.0524 0.0557
C -3.67333 -0.26304 0.61426 -0.0776 -0.0293 0.0855
C 2.60926 7.77317 2.54572 0.0225 0.0526 0.0144
C -2.74768 1.15793 3.95363 0.1147 -0.1301 -0.0168
C -3.48349 -9.07960 -1.79430 -0.0038 -0.0916 -0.0508
C -3.00264 -6.30485 -4.13231 -0.0083 -0.0537 -0.0348
C 1.47955 -1.05879 -2.91328 0.0045 0.0597 0.1071
C 5.14087 1.33929 -6.01188 0.0079 0.0347 -0.0357
C 3.96319 0.39146 -5.99495 0.0178 0.0652 0.0034
C 1.42669 3.74400 3.35496 -0.0483 -0.0629 -0.0437
C 7.02922 1.94713 -4.74796 -0.0067 0.0902 0.0100
C -2.16709 4.50323 5.88738 0.0510 0.0920 0.0088
C -1.69044 -5.30966 -2.36874 0.0694 0.0517 0.0438
C 2.49442 6.73494 3.63714 0.0539 0.0323 -0.0182
C 3.40394 2.65871 4.01036 0.0064 -0.0821 -0.0309
C 3.46178 -1.91621 -3.83414 -0.0070 -0.0663 0.0079
C -1.75368 -1.02219 -0.90010 0.0063 -0.1240 0.0421
C 0.92313 5.08114 2.85521 -0.0028 -0.0570 0.0131
C 4.66147 -1.49577 -4.65196 0.0123 -0.0151 0.0417
C 2.35823 8.05522 0.22591 0.0933 0.0409 -0.0315
C -2.75046 -1.56201 5.37521 0.0621 -0.0300 0.0504
C -2.51445 0.73757 2.55301 -0.0452 0.0084 -0.0479
C -3.69388 -7.50501 -3.52762 -0.0436 -0.0231 -0.0291
C -2.22253 2.99756 5.63700 -0.1237 -0.0818 -0.2237
C -0.40203 -4.84205 -3.00851 0.0977 0.0789 0.1030
C -4.77434 0.44544 2.81817 0.0681 -0.1083 -0.0529
C 1.00262 -5.29634 -4.84068 0.1159 -0.0092 0.0588
C -4.19612 0.68322 4.22008 -0.1469 0.1322 0.0036
H -2.98121 2.52359 6.26044 0.0209 0.0389 -0.0283
H 3.24137 2.92792 5.05976 0.0024 0.0094 -0.0039
H -4.66554 -0.00831 0.24360 0.0307 0.0513 0.0186
H -4.03574 -8.15445 -4.34587 -0.0317 -0.0328 0.0314
H -0.16986 5.02187 2.81684 0.0000 0.0126 -0.0752
H -1.90445 -4.62291 -1.54373 0.0189 -0.0657 0.0507
H -2.79688 -2.44797 6.01147 -0.0085 -0.0089 -0.0533
H -1.90212 0.87770 0.07279 -0.0596 0.0688 -0.0875
H 1.29544 5.27697 1.84702 0.0394 0.0281 0.0198
H 0.31596 -4.62163 -2.20498 0.0467 0.0348 -0.0582
H 3.79806 -2.57447 -3.02176 -0.0416 -0.0170 0.0160
H -2.42827 -1.86332 4.37145 -0.0076 0.0482 0.0163
H 7.68038 1.30569 -5.35177 -0.0074 -0.0097 0.0055
H 5.28051 -0.79909 -4.08285 -0.0242 0.0268 -0.0114
H -4.76206 1.49311 4.68425 0.0540 -0.0297 0.0456
H 5.24367 -2.39781 -4.85155 0.0484 0.0280 0.0301
H -3.31733 3.24758 3.81094 0.0053 -0.0498 0.0050
H 2.37293 7.48771 -0.70231 0.0010 0.0085 0.0009
H 1.18501 3.64785 4.41964 0.0307 0.0197 -0.0093
H 4.79188 2.32241 -6.35847 0.0445 0.0197 -0.0129
H -5.35877 -0.47054 2.72960 0.0294 0.0297 0.0268
H -4.57821 -7.17399 -2.96750 0.0116 0.0276 0.0111
H 7.39214 1.96059 -3.72237 0.0006 0.0052 -0.0068
H 3.00470 1.65025 3.84380 -0.0134 0.0086 -0.0091
H -2.90833 4.79548 6.63036 0.0292 0.0019 -0.0110
H -2.37267 5.05466 4.96774 -0.0018 -0.0174 0.0278
H -1.54876 0.74222 2.06443 0.0060 -0.0151 0.0249
H 2.65538 7.24010 4.59093 0.0394 -0.0371 0.0089
H -5.37181 1.27930 2.44444 0.0035 -0.0248 -0.0047
H -4.02644 -9.86559 -2.33137 0.0015 0.0108 -0.0186
H 3.52841 8.35135 2.71460 -0.0105 0.0371 -0.0386
H 3.10429 8.85520 0.16143 0.0082 -0.0061 0.0211
H -1.99009 -0.91034 5.81212 -0.0600 -0.0496 0.0405
H 0.88751 2.94548 2.81329 -0.0037 -0.0531 0.0509
H 1.75892 8.46407 2.60794 -0.0212 -0.0211 0.0126
H -3.04217 0.65940 -1.22440 0.0254 -0.0545 -0.0120
H 1.42590 -1.80510 -2.10942 0.0054 -0.0374 -0.0217
H -1.59289 2.96002 3.58440 -0.0164 0.0366 0.0499
H -1.19100 4.82611 6.24380 -0.0255 -0.0249 -0.0214
H -1.15841 -0.75659 -1.77460 0.0104 0.0147 0.0481
H 4.47167 2.65255 3.80372 -0.0077 -0.0057 -0.0003
H -4.19680 -8.53335 -1.16605 0.0085 0.0086 0.0005
H 0.97375 -0.29404 -0.12861 0.1235 -0.1338 0.0280
H -2.00911 0.61926 4.55616 -0.0191 0.0689 -0.0544
H -2.37065 -1.88268 -1.17358 0.0138 0.0363 -0.0240
H -0.59399 -3.90919 -3.55884 -0.0197 -0.0044 -0.0208
H 2.76985 -2.48190 -4.47050 0.0036 0.0256 -0.0233
H -2.73012 -9.54353 -1.16129 -0.0085 -0.0035 -0.0025
H 7.07286 2.96482 -5.15237 -0.0194 0.0000 -0.0076
H 1.04653 -0.11145 -2.57300 -0.0143 -0.0206 -0.0041
H 1.37079 8.51296 0.35482 -0.0044 -0.0135 0.0041
H 3.26207 5.96838 3.51179 -0.0181 -0.0086 -0.0204
H 5.88842 0.97465 -6.72704 -0.0017 -0.0316 0.0103
H 1.30213 -6.11565 -5.49028 0.0011 0.0071 0.0018
H 0.51641 -4.51974 -5.44295 -0.0131 -0.0040 -0.0015
H 3.44163 0.49934 -6.94793 -0.0389 0.0107 0.0273
H -4.68774 -2.47320 3.98227 0.0533 -0.0465 -0.0029
H 0.87874 -1.42435 -3.75591 0.0119 -0.0121 -0.0126
H -3.65254 -5.91106 -4.91593 0.0421 -0.0067 -0.0345
H -3.65093 -1.34058 0.79082 -0.0631 0.0490 -0.0567
H 1.90088 -4.86871 -4.37800 -0.0100 0.0001 0.0178
H -1.56371 -6.31275 -1.95649 -0.0234 -0.0192 -0.0521
H 3.27751 0.66363 -5.18865 0.0240 -0.0218 0.0233
H -2.05316 -6.60433 -4.58069 0.0076 0.0015 0.0292
```
Positions in Å, forces in eV/Å.

=====

# C18H21BrN2O3

The molecule C18H21BrN2O3 (ωB97M-V/def2-TZVPD, OMol25).

Values from the calculation:
energy relative to the best compared isomer or geometry (same formula, charge and spin): 4.1854 eV
lowest unoccupied orbital energy: 0.02141 hartree
total energy: -98169.9005 eV
frontier orbital gap: 0.338 Ha
structure (SMILES): Cc1cc(CCCCCOc2ccc(C3=NCCO3)cc2Br)on1
HOMO: -8.6 eV

The geometry in XYZ format:
```
45
Properties=species:S:1:pos:R:3:forces:R:3
Br 1.23896 2.24364 1.17006 0.0509 -0.1253 -0.4193
O -4.45244 -3.41750 3.06330 0.5563 0.2167 -0.3801
O 4.66282 2.43891 -4.41120 -0.6626 -0.0899 -1.3221
O -0.80884 1.74884 -1.05146 1.8086 0.0154 -0.2106
N -4.84736 -3.92924 4.33128 0.1287 0.1185 -1.1468
N 5.43874 2.60011 -2.32925 -1.2983 -0.4764 -0.1806
C 6.59921 2.80128 -3.18454 -0.3433 -0.5504 0.2141
C 3.09585 2.13244 -2.57862 -1.7025 -0.8390 -0.0832
C -2.64118 0.38992 -0.59829 -0.4426 -0.1033 0.4781
C -3.15667 -2.96368 3.11650 -0.8018 -0.8959 3.0076
C -2.85765 -1.13915 1.38587 -0.0183 -0.7987 0.8118
C -1.96490 -0.66010 0.27517 0.0205 1.1177 -0.2724
C 2.83762 2.13746 -1.21827 0.0631 0.9167 1.9140
C -2.35572 -2.48430 1.99012 -0.3212 1.2883 -0.6753
C -2.74329 -3.12462 4.40763 0.2804 -0.7068 -0.2269
C 0.46568 1.81508 -1.57943 -0.6918 0.2239 0.3692
C 6.04883 2.79570 -4.59269 0.4816 -0.2046 -0.0656
C 2.01270 1.89935 -3.42023 -0.1763 0.3576 -0.2928
C 4.41574 2.35992 -3.09216 3.5896 1.2143 1.4302
C -3.81644 -3.81095 5.09568 1.1152 1.2600 -0.2087
C -1.77811 0.94925 -1.70633 -0.5509 -0.0438 0.6225
C 0.70855 1.76279 -2.95928 0.8372 0.2122 0.9567
C -3.83051 -4.22208 6.53158 -0.0415 0.6997 -0.1109
C 1.54302 2.04205 -0.69450 0.1146 -0.3445 -1.0936
H -1.35879 0.12382 -2.27147 0.4570 -0.0232 -0.2388
H -3.56459 -0.03111 -1.00595 -0.0190 0.1251 -0.0917
H -2.38229 -3.24092 1.23397 0.1414 -0.4941 -0.7158
H 6.57111 2.01685 -5.15313 -0.4803 0.1329 -0.3709
H -3.49345 -5.25230 6.63847 0.0942 0.1028 0.1899
H 7.30700 1.98938 -3.05863 0.1370 -0.2239 0.2663
H -2.89810 1.18916 0.09145 -0.3489 0.4302 -0.2029
H -1.30902 -2.35175 2.30750 -0.4239 -0.1965 0.0698
H -0.10548 1.74426 -3.65084 -0.3625 -0.2813 -0.2615
H -1.73492 -2.92563 4.77234 -0.4761 -0.0314 -0.0152
H -3.20253 -3.50734 7.10374 -0.2799 -0.6969 -0.2190
H -4.85626 -4.12532 6.87520 -0.0474 -0.2142 0.2568
H -3.86211 -1.27867 1.01029 -0.3999 -0.1667 -0.1433
H 2.19400 1.92883 -4.47780 -0.0255 -0.0918 -0.3703
H -1.07025 -0.19177 0.67266 0.3754 -0.1739 0.1446
H 7.11993 3.70261 -2.95542 0.2762 0.7768 0.3693
H -1.68331 -1.45648 -0.37621 0.3865 -0.9712 -0.3128
H -2.35680 1.58974 -2.35846 -0.2317 0.0700 -0.3638
H -2.95888 -0.43056 2.21921 0.2148 0.1184 -0.3125
H 3.63474 2.37250 -0.48795 -0.3488 -0.3340 -0.7171
H 6.19539 3.76958 -5.07992 -0.6342 -0.3198 -0.0764
```
Positions in Å, forces in eV/Å.

=====

Which value of lowest unoccupied orbital energy does entry 1 give?
-0.12344 hartree

=====

Which of these has the lowest lowest unoccupied orbital energy?
C29H64BrNO13PS

=====

Number 2 is which compound?
C18H21BrN2O3

=====

Which of these has the highest total energy?
C18H21BrN2O3